(1)
{
  "formula": "C30H21Cl4F6NO2OsP2Sb",
  "method": "ωB97M-V/def2-TZVPD",
  "symbols": ["Os", "N", "P", "C", "C", "C", "C", "C", "C", "C", "C", "C", "C", "C", "C", "P", "C", "C", "C", "C", "C", "C", "C", "C", "C", "C", "C", "C", "H", "H", "H", "H", "H", "H", "H", "H", "H", "H", "H", "H", "H", "H", "H", "H", "H", "H", "H", "H", "H", "Cl", "C", "C", "Cl", "C", "Cl", "C", "O", "C", "O", "C", "Cl", "F", "Sb", "F", "F", "F", "F", "F"],
  "positions_angstrom": [[0.5450, 1.4976, -0.2343], [-0.7597, -1.1820, -0.1641], [-0.8440, -0.0344, -1.4374], [-0.3137, -0.8320, -2.9406], [-0.4257, -2.2128, -3.0786], [-0.1375, -2.7939, -4.3033], [0.2545, -2.0028, -5.3747], [0.3796, -0.6268, -5.2295], [0.0934, -0.0351, -4.0108], [-2.5566, 0.4371, -1.6352], [-3.5744, -0.4823, -1.3824], [-4.8915, -0.1121, -1.6034], [-5.1875, 1.1486, -2.1044], [-4.1716, 2.0543, -2.3752], [-2.8537, 1.7011, -2.1417], [0.4412, -0.5548, 0.8444], [1.8533, -1.6213, 0.7490], [3.1441, -1.1228, 0.9222], [4.2099, -2.0029, 0.9908], [3.9820, -3.3705, 0.9066], [2.6972, -3.8651, 0.7223], [1.6244, -2.9948, 0.6297], [-0.1617, -0.4397, 2.5141], [-0.4585, 0.8084, 3.1388], [-1.1600, 0.8367, 4.2939], [-1.7070, -0.4106, 4.8981], [-1.1413, -1.6668, 4.3385], [-0.4287, -1.6636, 3.1892], [-1.6261, -1.4736, 0.2888], [-0.7291, -2.8287, -2.2411], [-0.2240, -3.8654, -4.4231], [0.4602, -2.4619, -6.3323], [0.6930, -0.0176, -6.0662], [0.1838, 1.0405, -3.9009], [-3.3650, -1.4879, -1.0364], [-5.6866, -0.8124, -1.3854], [-6.2166, 1.4224, -2.2926], [-4.4068, 3.0399, -2.7526], [-2.0643, 2.4184, -2.3388], [3.3169, -0.0559, 0.9949], [5.2166, -1.6268, 1.1112], [4.8144, -4.0581, 0.9759], [2.5310, -4.9308, 0.6427], [0.6287, -3.3784, 0.4448], [-0.1299, 1.7371, 2.6916], [-1.4026, 1.7753, 4.7751], [-1.6366, -0.3849, 5.9859], [-1.3847, -2.5944, 4.8393], [-0.0829, -2.6028, 2.7754], [6.8686, 3.6338, -0.9676], [5.3196, 3.4346, -0.3756], [4.8581, 4.2600, 0.6961], [5.8891, 5.4447, 1.3409], [3.5861, 4.0934, 1.1976], [2.9560, 5.0182, 2.4647], [2.7449, 3.0952, 0.6148], [1.5432, 2.8707, 0.9940], [3.2192, 2.2886, -0.4685], [2.3095, 1.4134, -0.9475], [4.4806, 2.4325, -0.9649], [5.0177, 1.4619, -2.2522], [-1.1046, 2.0122, 0.5006], [-4.0523, 0.4122, 2.1566], [-4.2870, 1.7677, 3.4713], [-3.1228, -0.4296, 4.6428], [-5.5281, -0.6175, 2.6157], [-3.1111, -1.2204, 1.6468], [-4.9275, 1.3173, 0.7563]],
  "forces_ev_per_angstrom": [[-0.39, -0.30, 0.23], [-0.18, 0.18, 0.30], [-0.02, -0.28, -0.20], [0.19, 0.10, 0.06], [0.06, -0.03, -0.01], [-0.03, -0.02, 0.01], [0.00, 0.00, -0.01], [-0.03, 0.00, 0.01], [0.03, 0.00, 0.01], [0.10, 0.15, 0.05], [-0.09, -0.06, -0.09], [0.06, -0.10, -0.21], [0.02, -0.04, -0.12], [-0.05, -0.03, -0.01], [0.06, 0.06, 0.13], [-0.19, 0.12, -0.15], [0.09, 0.07, -0.03], [0.00, -0.01, 0.06], [-0.02, 0.03, 0.00], [0.01, -0.04, -0.01], [0.01, -0.03, 0.00], [0.05, 0.04, -0.11], [0.05, 0.06, 0.09], [-0.03, -0.04, -0.12], [-0.09, -0.01, 0.03], [-0.06, 0.06, 0.15], [-0.06, -0.01, -0.07], [0.01, -0.04, 0.01], [-0.09, -0.15, 0.00], [-0.01, 0.00, -0.01], [-0.01, 0.01, 0.00], [0.03, 0.00, 0.01], [-0.01, 0.00, 0.00], [-0.01, -0.01, 0.00], [0.02, 0.03, 0.04], [-0.01, 0.00, -0.04], [0.00, 0.02, 0.06], [0.00, -0.01, -0.03], [-0.01, -0.01, 0.00], [0.01, -0.02, 0.06], [-0.01, 0.00, 0.02], [0.00, 0.01, -0.01], [0.01, 0.01, -0.01], [-0.01, 0.01, 0.03], [-0.02, -0.03, 0.00], [0.00, -0.01, -0.01], [0.03, -0.03, 0.02], [0.01, 0.01, 0.00], [0.00, 0.00, -0.02], [0.09, 0.02, -0.04], [-0.17, -0.04, 0.07], [-0.02, -0.08, -0.06], [0.00, 0.02, 0.04], [0.06, -0.02, -0.02], [0.03, 0.01, 0.00], [-0.14, -0.03, 0.07], [0.17, 0.19, -0.07], [0.01, -0.14, -0.11], [0.28, 0.12, -0.35], [-0.01, 0.06, 0.08], [-0.01, 0.01, 0.03], [0.03, 0.05, 0.08], [-0.42, 0.65, 0.60], [-0.01, 0.04, 0.05], [0.16, -0.07, -0.15], [0.12, 0.09, 0.04], [0.33, -0.46, -0.41], [0.08, -0.05, 0.05]],
  "fmax_ev_per_a": 0.98,
  "charge": 2,
  "e_homo_ev": [-13.922, -14.472],
  "de_lowest_ev": 0.1099,
  "spin_multiplicity": 6,
  "homo_lumo_gap_ev": [6.65, 5.49],
  "mol_weight_g_mol": 1057.24
}

***

(2)
{
  "formula": "H35O17",
  "method": "ωB97M-V/def2-TZVPD",
  "symbols": ["O", "H", "H", "O", "H", "H", "O", "H", "H", "O", "H", "H", "O", "H", "O", "H", "H", "O", "H", "H", "O", "H", "H", "O", "H", "H", "O", "H", "H", "O", "H", "H", "O", "H", "H", "O", "H", "H", "O", "H", "H", "O", "H", "H", "O", "H", "H", "O", "H", "H", "H", "H"],
  "positions_angstrom": [[-0.4404, 0.7173, 4.6167], [-0.4813, 3.0803, 1.1978], [0.3173, 0.5129, 4.0815], [-4.4656, -0.4086, 0.9451], [-1.7107, 1.5281, 0.5990], [1.3775, 4.6141, 1.8678], [0.2868, -0.8300, -1.8530], [0.5922, -1.7349, -1.9681], [0.9801, -0.1874, -1.9960], [2.0726, -0.3170, -5.2245], [2.4635, 0.1989, -4.5229], [-1.6370, -2.7547, -3.1992], [3.0939, -3.0973, -0.4456], [0.7193, 2.8530, -3.9571], [-2.6725, 3.9105, -0.0679], [-2.3866, 3.8826, -0.9948], [3.7977, 3.1571, -2.1204], [-1.9414, -1.6002, 2.5528], [-2.5682, 4.8723, 0.0287], [-3.3473, 1.5744, 0.3707], [0.6816, 2.3197, -4.7492], [3.4980, -2.5927, -1.1604], [1.5350, 2.0683, -5.1001], [-1.9571, 0.1675, -1.9272], [1.5352, 3.6929, 3.0404], [-2.3926, -0.6962, -1.9316], [2.9683, 3.0689, -2.5697], [-0.2652, -4.0532, 0.9642], [2.7041, 3.9995, -2.5350], [3.1598, -1.1414, 2.8920], [2.0657, -3.3179, 4.0287], [0.7445, 2.2876, 0.9326], [-2.4923, 1.3439, 0.0383], [3.7080, -0.4143, 2.5900], [-2.0698, 0.4960, -0.7878], [1.6861, -3.4630, 3.1676], [2.3436, -3.7001, 2.5124], [-2.3831, -1.3804, 3.3738], [-0.1787, 2.1656, 1.1045], [-2.1852, -2.4894, 2.2711], [-3.9253, -1.1038, 1.3192], [-1.1769, -2.9109, -2.3734], [-1.4866, -3.7260, -1.9751], [-5.4141, -0.3420, 0.9081], [0.9015, 4.2513, 2.6214], [1.1365, -0.4445, -5.1223], [-0.5743, -0.0989, 5.1065], [-0.9178, -4.1259, 1.6690], [-0.2811, -4.1261, 2.4024], [3.2942, -1.9029, 2.3408], [2.6328, -3.7960, -0.9226], [-0.9449, -0.0069, -2.0391]],
  "forces_ev_per_angstrom": [[-0.44, 0.02, 0.38], [-0.16, -0.07, 0.34], [0.53, -0.09, -0.56], [1.05, 1.82, -1.15], [-0.43, 0.45, 0.41], [0.05, 0.29, 0.10], [0.46, 0.72, 0.15], [-0.10, 0.00, -0.15], [0.74, -0.22, -0.03], [0.98, -0.49, -0.80], [-0.41, 0.12, 0.39], [-0.16, -0.44, -0.19], [-0.24, 0.07, -0.28], [0.74, 0.05, -0.04], [0.61, 1.38, -0.71], [-0.21, -0.81, 0.09], [1.04, -0.49, 0.36], [-0.12, 0.42, -0.57], [-0.40, -0.17, 0.72], [-0.70, -0.22, 0.62], [-1.20, -0.42, -0.27], [0.20, 0.05, 0.15], [0.38, 0.35, 0.31], [0.80, 0.03, 0.71], [0.62, -0.68, 0.75], [0.23, -0.26, -0.24], [-0.65, 0.64, -0.01], [-0.36, 0.09, -0.44], [-0.40, -0.16, -0.35], [-0.33, 0.74, 0.76], [0.60, 0.02, 0.17], [0.80, -0.28, -0.10], [2.26, -0.94, -0.52], [0.23, -0.26, -0.20], [-1.50, 1.03, -0.90], [-1.15, -0.29, -0.65], [0.36, -0.16, 0.38], [-0.17, -0.15, 0.13], [-0.82, 0.13, -0.23], [0.26, -0.23, 0.35], [-0.89, -0.47, 0.52], [0.30, 0.36, 0.35], [-0.31, -0.19, -0.24], [-0.18, -1.25, 0.66], [-0.54, 0.70, -0.81], [-0.48, 0.38, 0.47], [-0.09, 0.02, 0.15], [0.71, -0.18, 0.00], [-0.37, 0.12, 0.45], [0.24, -0.10, -0.59], [0.05, -0.18, 0.15], [-1.46, -0.83, -0.02]],
  "fmax_ev_per_a": 2.51,
  "charge": 1,
  "e_homo_ev": -13.226,
  "de_lowest_ev": 3.8082,
  "homo_lumo_gap_ev": 10.28,
  "mol_weight_g_mol": 307.26
}

***

(3)
{
  "formula": "CH2FSc",
  "method": "ωB97M-V/def2-TZVPD",
  "symbols": ["H", "Sc", "C", "F", "H"],
  "positions_angstrom": [[0.1241, -0.9706, -1.2841], [-1.2490, -0.2556, 0.7216], [0.3917, 0.3055, -0.8718], [1.1321, 0.3757, 0.3589], [0.5415, 1.2835, -1.3570]],
  "forces_ev_per_angstrom": [[1.42, 3.87, 0.81], [1.32, 0.56, -0.42], [-0.65, -2.50, 1.78], [-1.89, -1.07, -1.46], [-0.19, -0.85, -0.72]],
  "fmax_ev_per_a": 4.20,
  "charge": 2,
  "e_homo_ev": [-20.689, -20.770],
  "homo_lumo_gap_ev": [8.49, 8.18],
  "mol_weight_g_mol": 77.98
}

***

(4)
{
  "formula": "C4H8N2O",
  "method": "ωB97M-V/def2-TZVPD",
  "symbols": ["C", "C", "C", "C", "N", "N", "O", "H", "H", "H", "H", "H", "H", "H", "H"],
  "positions_angstrom": [[-1.9110, -2.0334, 0.0296], [-0.8847, -1.3048, 0.3497], [0.0420, -0.5124, 0.8108], [0.5719, 0.5946, -0.0668], [1.9965, 0.5619, -0.0983], [0.0582, 1.8583, 0.3536], [0.0245, 0.2848, -1.4542], [-1.8117, -2.9121, -0.5881], [-2.8981, -1.8114, 0.4057], [0.5660, -0.6839, 1.7387], [2.3600, 1.2263, -0.7731], [2.3313, -0.3610, -0.3462], [0.4042, 2.6197, -0.2184], [0.0627, 1.9642, 1.3587], [-0.9118, 0.5092, -1.5016]],
  "forces_ev_per_angstrom": [[0.15, -0.25, -0.08], [-0.25, 0.06, 0.97], [0.37, -0.21, -0.46], [-1.36, -0.45, -1.51], [0.13, -0.24, -0.14], [-0.61, -0.26, -0.53], [1.33, 0.86, 1.02], [0.09, -0.15, -0.04], [-0.11, 0.25, -0.07], [-0.08, -0.17, 0.22], [-0.06, -0.02, 0.03], [0.00, -0.01, -0.10], [0.08, 0.08, 0.58], [0.27, 0.39, -0.28], [0.06, 0.12, 0.39]],
  "fmax_ev_per_a": 2.08,
  "e_homo_ev": -9.557,
  "de_lowest_ev": 2.7902,
  "homo_lumo_gap_ev": 10.50,
  "mol_weight_g_mol": 100.12
}

***

(5)
{
  "formula": "C2H8O2S",
  "method": "ωB97M-V/def2-TZVPD",
  "symbols": ["C", "O", "C", "S", "H", "H", "H", "H", "H", "H", "O", "H", "H"],
  "positions_angstrom": [[0.0000, 0.0000, 0.0000], [1.2137, -0.2716, -0.6894], [1.1650, -1.4628, -1.4501], [2.8043, -1.9127, -1.9225], [0.2282, 0.6757, 0.8414], [-0.5522, -0.8720, 0.3889], [-0.6465, 0.5352, -0.7157], [0.7628, -2.3253, -0.8846], [0.6184, -1.4060, -2.4111], [2.9863, -2.6609, -0.8137], [-2.2610, -0.9732, 2.9218], [-2.9814, -0.6456, 2.3370], [-1.9384, -0.1708, 3.3912]],
  "forces_ev_per_angstrom": [[-0.33, 0.81, -0.37], [-0.38, -0.82, 0.31], [-0.46, -0.24, -0.10], [0.82, -0.62, 0.20], [-0.01, -0.32, -0.39], [0.50, 0.03, -0.17], [-0.19, -0.11, 0.41], [-0.13, 0.61, -0.09], [-0.18, 0.47, 0.54], [0.35, 0.19, -0.31], [-0.38, 1.16, -0.18], [0.76, -0.31, 0.66], [-0.38, -0.84, -0.51]],
  "fmax_ev_per_a": 1.23,
  "e_homo_ev": -9.330,
  "de_lowest_ev": 0.5337,
  "homo_lumo_gap_ev": 9.97,
  "mol_weight_g_mol": 96.15
}

***

(6)
{
  "formula": "C15H65NO17P2",
  "method": "ωB97M-V/def2-TZVPD",
  "symbols": ["N", "P", "O", "P", "O", "H", "H", "H", "H", "H", "C", "O", "H", "H", "H", "H", "C", "O", "H", "H", "H", "H", "C", "O", "H", "H", "H", "H", "C", "O", "H", "H", "H", "H", "C", "O", "H", "H", "H", "H", "C", "O", "H", "H", "H", "H", "C", "O", "H", "H", "H", "H", "C", "O", "H", "H", "H", "H", "C", "O", "H", "H", "H", "H", "C", "O", "H", "H", "H", "H", "C", "O", "H", "H", "H", "H", "C", "O", "H", "H", "H", "H", "C", "O", "H", "H", "H", "H", "C", "O", "H", "H", "H", "H", "C", "O", "H", "H", "H", "H"],
  "positions_angstrom": [[-1.4539, 4.7748, -0.1291], [0.1589, 4.2422, -0.0158], [0.6695, 4.8118, 1.4369], [1.4020, 5.5078, -1.3019], [1.0903, 7.0048, -0.6222], [-1.5282, 5.7371, -0.4590], [-1.9679, 4.1591, -0.7588], [0.4368, 5.7448, 1.5912], [0.5032, 5.5225, -2.4047], [1.5330, 7.6987, -1.1154], [-4.8927, 7.0117, -0.4207], [-4.5103, 6.2306, -1.5437], [-5.7583, 7.5954, -0.7265], [-5.1740, 6.3891, 0.4322], [-4.1015, 7.6996, -0.1105], [-3.7458, 5.7039, -1.2927], [-1.5377, 1.2000, -2.1292], [-1.8849, 2.4775, -2.6737], [-0.9577, 1.3843, -1.2287], [-2.4253, 0.6207, -1.8704], [-0.9263, 0.6267, -2.8278], [-2.3897, 2.3232, -3.4783], [3.1960, 1.6433, 2.0627], [2.8502, 2.1625, 0.7927], [3.9712, 0.8968, 1.8987], [3.5848, 2.4106, 2.7367], [2.3329, 1.1574, 2.5273], [2.1216, 2.7895, 0.8966], [-0.5214, -2.5937, -1.7384], [-0.7545, -1.5070, -0.8496], [-1.0732, -2.3891, -2.6516], [0.5422, -2.6952, -1.9714], [-0.8805, -3.5396, -1.3200], [-0.2556, -1.6731, -0.0333], [2.8774, 1.6887, -3.0044], [2.6375, 2.7486, -2.0978], [2.3515, 1.9325, -3.9260], [3.9420, 1.5768, -3.2315], [2.4937, 0.7348, -2.6286], [3.0787, 2.5444, -1.2619], [-2.2675, -2.7842, 2.5242], [-2.8421, -3.1228, 1.2715], [-2.7962, -3.3590, 3.2832], [-1.2049, -3.0419, 2.5659], [-2.3764, -1.7198, 2.7526], [-2.3814, -2.6126, 0.5930], [-4.2164, -3.4687, -2.2779], [-3.3267, -3.2243, -3.3637], [-4.7143, -2.5307, -2.0408], [-4.9617, -4.2174, -2.5481], [-3.6754, -3.8058, -1.3897], [-2.8935, -4.0613, -3.5611], [1.7751, -1.7116, 2.3975], [0.8351, -1.2537, 1.4141], [1.5666, -2.7630, 2.5871], [2.7963, -1.6114, 2.0241], [1.6627, -1.1514, 3.3252], [1.0171, -0.3234, 1.2346], [3.1388, -2.9096, -0.6452], [4.2729, -2.6836, 0.1803], [2.2629, -2.6353, -0.0619], [3.1551, -2.2933, -1.5483], [3.0557, -3.9611, -0.9360], [5.0657, -2.9212, -0.3175], [-3.8473, 4.0995, -6.0293], [-2.4828, 4.4885, -5.9637], [-3.9770, 3.5211, -6.9412], [-4.1337, 3.4751, -5.1777], [-4.5119, 4.9663, -6.0656], [-2.3604, 4.9999, -5.1575], [7.7258, -4.2761, 0.2274], [6.9170, -3.7550, -0.8234], [7.4690, -5.3281, 0.3238], [8.7887, -4.1937, -0.0076], [7.5264, -3.7772, 1.1783], [7.1514, -2.8287, -0.9497], [-0.6807, 6.2917, 4.7270], [0.3236, 6.3977, 3.7285], [-1.0632, 7.2953, 4.9001], [-1.5076, 5.6531, 4.4056], [-0.2784, 5.9068, 5.6675], [0.6829, 5.5163, 3.5730], [0.2309, -2.0140, 5.9580], [1.6110, -1.7386, 5.7492], [-0.1400, -2.4615, 5.0369], [0.0758, -2.7230, 6.7748], [-0.3418, -1.1055, 6.1608], [1.9655, -1.3437, 6.5518], [3.1824, -5.3784, 3.7238], [2.3414, -5.4843, 2.5828], [2.7349, -5.9635, 4.5241], [4.1792, -5.7762, 3.5151], [3.2732, -4.3427, 4.0632], [2.7461, -4.9632, 1.8802], [-5.4727, -7.4194, -3.1321], [-4.5155, -6.4429, -3.5195], [-5.5516, -7.3650, -2.0486], [-6.4558, -7.2186, -3.5648], [-5.1601, -8.4293, -3.4085], [-4.4267, -6.4702, -4.4773]],
  "forces_ev_per_angstrom": [[0.04, 0.48, -0.34], [-0.12, -0.96, -0.13], [-0.21, 0.42, 0.11], [0.80, 0.22, -0.23], [-0.59, 0.05, 0.07], [-0.13, -0.13, 0.11], [0.09, -0.01, 0.11], [0.18, -0.05, 0.03], [-0.17, -0.17, 0.08], [0.16, 0.11, 0.06], [-0.03, 0.00, -0.02], [0.12, 0.00, 0.02], [0.00, 0.01, 0.02], [-0.01, -0.01, 0.00], [0.01, 0.01, -0.01], [-0.09, -0.04, -0.01], [-0.01, 0.09, -0.04], [-0.10, 0.05, 0.07], [0.02, -0.03, -0.01], [0.03, -0.03, 0.03], [0.03, -0.02, 0.04], [0.07, 0.08, 0.01], [-0.01, -0.10, -0.04], [-0.05, 0.13, -0.14], [-0.01, -0.02, 0.05], [-0.03, 0.03, -0.01], [0.07, 0.00, 0.15], [0.04, -0.09, -0.04], [0.02, 0.14, 0.08], [-0.16, -0.31, 0.18], [-0.01, -0.03, 0.00], [0.03, -0.01, -0.03], [-0.01, -0.03, -0.03], [0.09, 0.16, -0.10], [-0.09, 0.01, 0.02], [0.13, -0.02, 0.00], [0.01, -0.03, -0.01], [0.01, 0.00, -0.01], [-0.01, -0.01, 0.00], [-0.14, -0.01, 0.02], [-0.02, -0.07, -0.04], [0.14, 0.11, -0.03], [0.01, 0.00, 0.00], [0.01, -0.01, 0.02], [-0.01, 0.01, -0.01], [-0.05, 0.05, -0.06], [0.02, 0.01, 0.05], [-0.02, -0.09, -0.05], [0.04, 0.04, -0.05], [-0.02, 0.03, 0.07], [-0.05, 0.00, 0.04], [-0.06, 0.03, -0.02], [-0.06, 0.17, -0.13], [0.07, 0.06, 0.16], [-0.05, 0.00, -0.01], [0.03, -0.07, 0.05], [0.03, -0.09, 0.07], [0.00, -0.07, -0.08], [0.03, -0.04, 0.08], [-0.01, 0.08, -0.04], [-0.04, 0.00, -0.06], [0.01, 0.02, -0.01], [-0.01, -0.01, -0.03], [0.00, -0.26, 0.11], [0.03, 0.06, 0.04], [-0.06, -0.02, 0.09], [0.03, 0.00, -0.01], [-0.03, -0.01, 0.00], [-0.04, -0.02, -0.01], [0.05, -0.03, -0.06], [-0.05, -0.07, 0.03], [-0.09, 0.32, -0.01], [0.02, 0.00, 0.02], [0.00, -0.01, -0.01], [-0.01, 0.01, 0.00], [0.12, -0.10, -0.07], [-0.03, 0.06, -0.04], [0.07, -0.13, 0.02], [-0.01, -0.01, 0.01], [-0.01, 0.00, -0.01], [0.01, 0.01, 0.01], [-0.02, 0.06, 0.04], [0.02, -0.05, -0.09], [0.00, 0.06, 0.13], [-0.02, 0.01, 0.03], [0.01, -0.01, 0.00], [0.00, 0.01, -0.01], [0.00, -0.03, -0.06], [0.04, 0.06, -0.09], [0.05, 0.12, -0.01], [-0.05, -0.03, -0.05], [0.03, 0.00, 0.07], [0.01, 0.00, 0.03], [-0.05, -0.05, 0.00], [0.02, 0.03, 0.06], [0.06, -0.05, -0.19], [-0.02, -0.02, 0.00], [-0.01, 0.01, 0.00], [0.01, -0.01, 0.01], [-0.02, 0.01, 0.05]],
  "fmax_ev_per_a": 0.98,
  "e_homo_ev": -8.319,
  "homo_lumo_gap_ev": 8.70,
  "mol_weight_g_mol": 593.62
}